No. 1
# C7H8N2OS

One molecule with the formula C7H8N2OS at a distorted geometry (wB97M-V/def2-TZVPD, the OMol25 dataset).

molar mass	168.2	u
lowest unoccupied orbital energy (spin up / spin down)	-0.985 / -1.551	eV
frontier orbital gap (spin up / spin down)	7.8 / 5.3	eV
F_max	4.32	eV Å⁻¹
2S+1	1
HOMO (spin up / spin down)	-8.8 / -6.8	eV
energy relative to the best compared isomer or geometry (same formula, charge and spin)	311.2	kJ/mol
E	-854.35908	Ha

Element x y z (Å)
C  -1.668  2.214  -1.537
C  -0.618  2.641  -2.331
C  -0.118  0.861  -0.632
C  -0.580  -1.747  1.806
C  0.185  -2.845  1.268
C  0.386  -0.022  0.326
C  1.938  -0.279  0.300
N  -1.356  1.304  -0.585
N  -0.553  -0.612  0.996
O  -1.210  -1.704  2.858
S  0.877  1.869  -1.765
H  -2.721  2.531  -1.607
H  -0.318  3.431  -2.969
H  -0.166  -3.814  1.482
H  0.612  -2.827  0.276
H  2.347  0.649  0.593
H  2.161  -0.675  -0.621
H  2.277  -0.874  1.105
H  -1.475  -0.101  1.037

***

No. 2
# C4H9NO

A 2-piece molecular cluster, C4H9NO overall at a distorted geometry (wB97M-V/def2-TZVPD, the OMol25 dataset).

molar mass	87.1	u
SMILES string	C=CN.CC=O
lowest unoccupied orbital energy	1.035	eV
frontier orbital gap	9.3	eV
F_max	1.92	eV Å⁻¹
2S+1	1
HOMO	-8.3	eV
energy relative to the best compared isomer or geometry (same formula, charge and spin)	216.1	kJ/mol
E	-287.75013	Ha

Element x y z (Å)
C  -1.300  -1.326  -0.284
C  -0.351  -2.146  0.198
N  0.329  -2.036  1.397
H  -1.596  -0.579  0.449
H  -1.567  -1.284  -1.320
H  -0.067  -3.018  -0.389
H  -0.218  -1.487  2.048
H  0.893  -2.820  1.659
C  -0.045  2.136  -0.789
C  1.337  2.074  -0.213
O  2.224  1.423  -0.687
H  -0.150  1.507  -1.670
H  -0.738  1.693  -0.070
H  -0.260  3.180  -1.019
H  1.506  2.686  0.691

***

No. 3
# C4H12NO2

A 2-piece molecular cluster, C4H12NO2 overall at a distorted geometry (wB97M-V/def2-TZVPD, the OMol25 dataset).

molar mass	106.1	u
lowest unoccupied orbital energy	-3.321	eV
total charge	+1
frontier orbital gap	10.5	eV
F_max	2.07	eV Å⁻¹
2S+1	1
HOMO	-13.9	eV
energy relative to the best compared isomer or geometry (same formula, charge and spin)	144.3	kJ/mol
E	-364.58026	Ha

Element x y z (Å)
C  0.474  -0.326  1.265
C  -0.172  0.311  0.055
C  -1.493  1.028  0.216
C  -1.308  2.544  0.350
O  -0.277  3.079  0.070
N  -0.063  -0.576  -1.189
H  0.243  -1.398  1.345
H  0.065  0.062  2.195
H  1.548  -0.322  1.222
H  0.523  1.101  -0.197
H  -1.966  0.639  1.126
H  -2.376  0.919  -0.425
H  -2.182  3.088  0.708
H  0.936  -0.686  -1.312
H  -0.443  -0.066  -1.982
H  -0.566  -1.458  -1.107
H  2.927  -2.420  -1.289
H  2.062  -3.120  -0.206
O  2.069  -2.399  -0.845

***

No. 4
# C15H34MnN2O3S

C15H34MnN2O3S as an isolated structure (wB97M-V/def2-TZVPD, the OMol25 dataset).

molar mass	377.5	u
expectation value of S²	0.797
lowest unoccupied orbital energy (spin up / spin down)	-6.574 / -6.074	eV
total charge	+2
frontier orbital gap (spin up / spin down)	8.8 / 9.4	eV
F_max	0.39	eV Å⁻¹
2S+1	2
HOMO (spin up / spin down)	-15.4 / -15.4	eV
energy relative to the best compared isomer or geometry (same formula, charge and spin)	0.0	kJ/mol
E	-2475.76003	Ha

Element x y z (Å)
Mn  0.536  -0.088  0.264
C  -0.449  -0.222  3.174
O  -0.733  -0.411  1.760
C  -2.018  0.117  1.337
C  -2.305  -0.529  -0.002
O  -1.127  -0.280  -0.821
C  -0.960  -1.161  -1.959
C  0.445  -0.922  -2.467
O  1.334  -0.980  -1.320
C  2.558  -1.731  -1.509
H  -1.244  -0.690  3.751
H  -0.381  0.844  3.390
H  0.496  -0.720  3.372
H  -1.933  1.203  1.250
H  -2.782  -0.130  2.073
H  -3.183  -0.095  -0.479
H  -2.436  -1.609  0.093
H  -1.701  -0.917  -2.721
H  -1.103  -2.194  -1.633
H  0.551  0.065  -2.921
H  0.730  -1.680  -3.195
H  3.100  -1.333  -2.366
H  2.313  -2.780  -1.663
H  3.149  -1.612  -0.605
C  2.411  6.075  0.136
C  0.942  6.478  0.215
C  0.058  5.966  -0.921
C  -0.144  4.457  -0.956
N  1.038  3.760  -1.491
C  1.649  2.701  -1.007
S  1.212  2.057  0.566
N  2.667  2.144  -1.658
C  3.250  2.654  -2.908
C  4.151  3.877  -2.729
C  5.548  3.574  -2.190
C  5.595  3.074  -0.751
H  3.001  6.628  0.865
H  2.827  6.302  -0.850
H  2.568  5.013  0.339
H  0.874  7.567  0.225
H  0.518  6.146  1.167
H  0.437  6.309  -1.890
H  -0.936  6.407  -0.826
H  -0.991  4.191  -1.591
H  -0.330  4.070  0.043
H  1.446  4.189  -2.312
H  3.211  1.496  -1.112
H  2.425  2.858  -3.596
H  3.811  1.827  -3.345
H  3.656  4.600  -2.072
H  4.239  4.358  -3.706
H  6.133  4.492  -2.265
H  6.040  2.856  -2.852
H  5.051  3.739  -0.077
H  6.623  3.017  -0.397
H  5.180  2.068  -0.638

***

No. 5
# C25H67F3NaO12S9

C25H67F3NaO12S9 as an isolated structure at a distorted geometry (wB97M-V/def2-TZVPD, the OMol25 dataset).

molar mass	928.4	u
lowest unoccupied orbital energy	1.316	eV
total charge	-1
frontier orbital gap	6.0	eV
F_max	3.29	eV Å⁻¹
2S+1	1
HOMO	-4.7	eV
energy relative to the best compared isomer or geometry (same formula, charge and spin)	58.2	kJ/mol
E	-5940.92390	Ha

Element x y z (Å)
Na  0.831  2.979  -1.750
C  2.228  5.151  1.937
C  1.262  4.719  0.827
C  -0.175  5.199  1.204
O  1.672  4.972  -0.450
H  2.270  6.236  2.100
H  3.279  4.946  1.695
H  2.084  4.620  2.883
H  1.183  3.623  1.014
H  -0.786  5.433  0.330
H  -0.107  6.171  1.711
H  -0.685  4.501  1.870
C  -0.648  0.105  -0.710
O  0.304  0.253  0.348
O  -0.998  1.294  -1.236
C  -0.163  -1.086  -1.590
F  0.281  -2.080  -0.800
F  -1.187  -1.560  -2.290
F  0.852  -0.804  -2.416
C  -0.213  0.360  1.641
C  0.928  0.683  2.568
H  1.681  -0.105  2.616
H  1.460  1.589  2.253
H  0.590  0.954  3.572
H  -0.607  -0.603  1.998
H  -1.015  1.088  1.800
H  -1.585  -0.319  -0.303
C  2.943  -4.455  0.068
S  1.852  -4.971  1.443
O  2.262  -6.365  1.818
C  2.465  -3.788  2.718
H  2.982  -5.231  -0.701
H  3.952  -4.324  0.453
H  2.503  -3.635  -0.500
H  3.550  -3.743  2.665
H  2.120  -4.259  3.638
H  1.930  -2.842  2.660
C  -5.372  -2.424  -4.777
S  -4.995  -0.782  -5.477
O  -5.597  0.113  -4.427
C  -3.197  -0.730  -5.295
H  -4.919  -3.175  -5.426
H  -6.452  -2.505  -4.827
H  -4.922  -2.424  -3.788
H  -2.830  0.151  -5.812
H  -2.701  -1.596  -5.743
H  -2.862  -0.785  -4.257
C  -0.215  -0.592  6.731
S  1.350  -1.492  6.505
O  1.126  -2.109  5.142
C  2.416  -0.061  6.201
H  -0.154  0.165  7.519
H  -1.047  -1.244  6.979
H  -0.366  -0.075  5.784
H  3.481  -0.276  6.119
H  2.309  0.572  7.088
H  2.162  0.500  5.302
C  3.845  -0.120  -4.046
S  4.902  -1.161  -2.972
O  4.655  -2.567  -3.438
C  3.954  -0.989  -1.437
H  3.406  -0.768  -4.804
H  4.426  0.675  -4.504
H  3.009  0.222  -3.443
H  4.588  -1.347  -0.630
H  3.115  -1.692  -1.456
H  3.462  -0.027  -1.314
C  7.324  -1.011  3.189
S  6.303  0.320  2.424
O  6.637  0.327  0.955
C  4.699  -0.513  2.592
H  8.379  -0.828  3.023
H  6.984  -1.936  2.727
H  7.074  -0.939  4.247
H  4.736  -1.113  3.508
H  4.585  -1.113  1.694
H  3.880  0.153  2.859
C  -1.669  -4.792  3.403
S  -1.754  -3.152  2.534
O  -3.119  -3.230  1.858
C  -2.242  -2.278  4.035
H  -2.679  -5.140  3.602
H  -1.186  -4.676  4.373
H  -1.122  -5.396  2.683
H  -2.266  -1.215  3.787
H  -1.440  -2.451  4.754
H  -3.248  -2.600  4.281
C  -4.065  0.004  1.017
S  -4.491  -0.913  -0.465
O  -5.445  -1.974  0.016
C  -5.589  0.370  -1.164
H  -3.490  0.926  0.873
H  -3.470  -0.634  1.667
H  -4.986  0.341  1.495
H  -6.444  0.566  -0.511
H  -6.014  0.000  -2.095
H  -5.132  1.343  -1.334
C  0.073  0.958  -4.511
S  0.323  1.155  -6.285
O  -0.280  -0.080  -6.888
C  -0.829  2.534  -6.503
H  -0.480  0.048  -4.296
H  -0.453  1.799  -4.059
H  0.990  0.821  -3.940
H  -1.830  2.269  -6.168
H  -0.813  2.799  -7.557
H  -0.420  3.353  -5.910
C  -2.661  4.442  -1.607
S  -4.248  3.863  -2.303
O  -4.882  5.069  -2.952
C  -3.623  2.786  -3.619
H  -2.238  3.732  -0.896
H  -2.815  5.390  -1.098
H  -1.981  4.595  -2.447
H  -4.447  2.215  -4.039
H  -2.817  2.245  -3.112
H  -3.195  3.400  -4.416

***

No. 6
# C10H15BaFInO4S

C10H15BaFInO4S as an isolated structure at a distorted geometry (wB97M-V/def2-TZVPD, the OMol25 dataset).

molar mass	502.4	u
lowest unoccupied orbital energy	-5.417	eV
total charge	+1
frontier orbital gap	4.8	eV
F_max	3.12	eV Å⁻¹
2S+1	1
HOMO	-10.2	eV
E	-1404.38319	Ha

Element x y z (Å)
O  1.403  0.613  3.678
S  1.318  1.500  2.549
O  0.158  2.478  2.829
F  2.668  2.305  2.340
In  0.685  0.097  0.437
O  0.486  1.461  -1.100
C  2.362  -1.245  -0.170
C  2.912  -0.849  -1.555
C  4.444  -0.713  -1.564
O  4.907  0.097  -0.494
C  -1.192  -0.943  0.992
C  -2.432  -0.484  0.274
C  -2.602  0.780  -0.224
C  -3.732  1.180  -0.888
C  -4.767  0.296  -1.050
C  -4.620  -0.958  -0.527
C  -3.484  -1.359  0.108
H  0.345  0.906  -1.876
H  1.926  -2.242  -0.197
H  3.128  -1.125  0.595
H  2.533  0.123  -1.890
H  2.576  -1.560  -2.313
H  4.929  -1.687  -1.580
H  4.690  -0.186  -2.495
H  4.422  0.928  -0.518
H  -1.005  -2.013  0.914
H  -1.366  -0.754  2.063
H  -1.796  1.498  -0.087
H  -3.771  2.193  -1.269
H  -5.648  0.628  -1.584
H  -5.452  -1.646  -0.631
H  -3.445  -2.370  0.495
Ba  -0.579  3.053  4.736

***

No. 7
# CH7N5O2

A 2-piece molecular cluster, CH7N5O2 overall at a distorted geometry (wB97M-V/def2-TZVPD, the OMol25 dataset).

molar mass	121.1	u
expectation value of S²	2.007
lowest unoccupied orbital energy (spin up / spin down)	-9.628 / -9.628	eV
total charge	+2
frontier orbital gap (spin up / spin down)	1.9 / 7.6	eV
F_max	9.04	eV Å⁻¹
2S+1	3
HOMO (spin up / spin down)	-11.5 / -17.2	eV
E	-465.54794	Ha

Element x y z (Å)
C  -0.868  -0.044  1.893
N  -1.782  0.683  1.247
N  -0.436  -1.148  1.385
N  5.817  1.515  -3.809
N  -2.589  0.241  0.205
N  -0.900  -1.599  0.166
O  6.199  0.523  -3.501
O  5.322  2.440  -4.015
H  -0.311  0.348  2.865
H  -2.034  1.500  1.775
H  0.098  -1.758  1.972
H  -3.484  0.037  0.468
H  -2.743  0.869  -0.599
H  -1.672  -1.060  -0.067
H  -0.617  -2.549  0.017

***

No. 8
# C9H14N3O2S

A 2-piece molecular cluster, C9H14N3O2S overall at a distorted geometry (wB97M-V/def2-TZVPD, the OMol25 dataset).

molar mass	228.3	u
lowest unoccupied orbital energy	-4.437	eV
total charge	+1
frontier orbital gap	7.4	eV
F_max	4.93	eV Å⁻¹
2S+1	1
HOMO	-11.8	eV
energy relative to the best compared isomer or geometry (same formula, charge and spin)	751.1	kJ/mol
E	-1063.71018	Ha

Element x y z (Å)
C  3.563  0.875  -0.763
C  3.032  2.077  -0.721
C  2.834  -0.123  0.138
C  1.704  0.304  0.734
C  -3.282  -0.061  1.395
C  -2.517  1.218  1.116
C  2.377  -3.524  0.766
C  -2.476  0.077  0.146
C  -1.194  -0.778  -0.095
N  3.328  -1.451  -0.077
N  2.858  -2.572  0.282
N  -3.015  0.169  -1.229
O  0.347  2.312  -0.187
O  -0.463  -0.190  -1.154
S  1.744  2.101  0.582
H  4.366  0.640  -1.453
H  3.184  2.948  -1.378
H  -2.971  -0.760  2.210
H  -4.422  -0.185  1.305
H  -3.117  2.174  0.955
H  -1.567  1.524  1.618
H  1.766  -4.213  1.283
H  -1.613  -1.723  -0.193
H  -0.405  -0.653  0.638
H  4.032  -1.620  -0.722
H  -3.547  -0.642  -1.528
H  -0.926  -0.237  -2.006
H  -3.605  0.959  -1.266
H  -0.019  1.353  -0.397

***

Which formula does entry 1 have? C7H8N2OS